{
  "formula": "C36H47N7O3PtS3Si",
  "method": "the ωB97M-V functional and the def2-TZVPD basis",
  "relative_energy_ev": 0.1225,
  "lumo_energy_ev": -6.231,
  "e_tot_ev": -98287.4720,
  "gap_ev": 7.10,
  "charge": 2,
  "fmax_ev_per_a": 0.73,
  "species": ["Pt", "C", "C", "C", "C", "C", "C", "C", "S", "O", "O", "N", "C", "C", "C", "C", "C", "N", "H", "H", "H", "H", "H", "H", "H", "H", "H", "H", "H", "C", "Si", "C", "C", "C", "C", "C", "C", "N", "C", "S", "H", "H", "H", "H", "H", "H", "H", "H", "H", "H", "H", "H", "C", "C", "N", "C", "S", "N", "C", "C", "H", "H", "H", "H", "H", "H", "H", "H", "H", "H", "H", "H", "C", "N", "N", "C", "O", "C", "C", "C", "C", "C", "C", "C", "C", "C", "H", "H", "H", "H", "H", "H", "H", "H", "H", "H", "H", "H"],
  "positions_angstrom": [[0.706, -0.673, 0.792], [-6.701, 0.227, -1.401], [-5.509, 0.192, -0.485], [-4.920, -1.028, -0.140], [-3.845, -1.080, 0.727], [-3.326, 0.105, 1.238], [-3.882, 1.329, 0.902], [-4.974, 1.361, 0.045], [-2.076, 0.072, 2.478], [-1.446, 1.358, 2.534], [-2.645, -0.509, 3.660], [-0.895, -0.959, 1.991], [-0.857, -2.331, 2.078], [-1.533, -3.219, 2.910], [-1.154, -4.548, 2.851], [-0.110, -4.960, 2.023], [0.520, -4.021, 1.245], [0.117, -2.744, 1.238], [-7.435, -0.527, -1.113], [-6.408, 0.015, -2.433], [-7.189, 1.201, -1.382], [-5.334, -1.950, -0.533], [-3.428, -2.038, 1.013], [-3.473, 2.240, 1.323], [-5.425, 2.316, -0.202], [-2.294, -2.861, 3.585], [-1.653, -5.271, 3.483], [0.207, -5.992, 1.988], [1.354, -4.274, 0.604], [3.031, 4.438, -0.333], [3.229, 3.398, -1.871], [1.731, 3.534, -2.982], [4.803, 3.825, -2.767], [3.315, 1.545, -1.420], [4.208, 0.666, -2.034], [4.193, -0.706, -1.789], [3.225, -1.220, -0.962], [2.346, -0.394, -0.385], [2.418, 0.932, -0.547], [1.249, 1.614, 0.576], [2.997, 5.491, -0.632], [3.879, 4.321, 0.349], [2.109, 4.232, 0.216], [1.531, 4.576, -3.251], [0.838, 3.142, -2.487], [1.884, 2.973, -3.909], [4.807, 4.893, -3.005], [4.908, 3.287, -3.714], [5.689, 3.626, -2.157], [4.957, 1.061, -2.714], [4.916, -1.366, -2.247], [3.127, -2.275, -0.744], [-0.817, 1.045, 5.895], [0.549, 0.396, 6.046], [0.988, -0.298, 4.816], [1.705, 0.119, 3.790], [2.072, -1.148, 2.581], [2.212, 1.316, 3.602], [2.118, 2.559, 4.387], [3.267, 2.714, 5.370], [-1.076, 1.569, 6.816], [-1.586, 0.298, 5.698], [-0.837, 1.756, 5.067], [0.528, -0.370, 6.818], [1.314, 1.107, 6.338], [0.613, -1.226, 4.686], [2.797, 1.374, 2.783], [1.147, 2.604, 4.867], [2.135, 3.363, 3.654], [3.234, 1.964, 6.161], [3.223, 3.700, 5.832], [4.228, 2.623, 4.861], [-1.790, -1.674, -5.085], [-1.596, -0.733, -3.988], [-0.890, -1.066, -2.841], [-1.183, -0.143, -1.867], [-0.686, -0.031, -0.699], [-2.110, 0.757, -2.437], [-2.350, 0.347, -3.721], [-3.300, 0.889, -4.731], [0.116, -2.076, -2.897], [-0.034, -3.242, -2.162], [0.895, -4.264, -2.328], [1.961, -4.110, -3.204], [2.112, -2.928, -3.918], [1.191, -1.904, -3.763], [-0.990, -2.406, -5.084], [-1.757, -1.130, -6.025], [-2.746, -2.191, -4.993], [-2.523, 1.618, -1.941], [-3.748, 1.807, -4.359], [-4.101, 0.173, -4.932], [-2.798, 1.105, -5.675], [-0.908, -3.371, -1.537], [0.755, -5.204, -1.807], [2.663, -4.922, -3.349], [2.939, -2.810, -4.607], [1.281, -0.983, -4.329]]
}

{
  "formula": "C34H44BrClF4IKN2Na2O10S2",
  "method": "the ωB97M-V functional and the def2-TZVPD basis",
  "lumo_energy_ev": -4.415,
  "e_tot_ev": -207775.1415,
  "gap_ev": 1.33,
  "fmax_ev_per_a": 4.50,
  "species": ["C", "C", "C", "O", "C", "C", "C", "C", "C", "O", "C", "C", "C", "C", "C", "Br", "C", "N", "I", "H", "H", "H", "H", "H", "H", "H", "H", "H", "H", "H", "H", "H", "H", "H", "H", "H", "H", "H", "H", "H", "H", "C", "C", "C", "C", "C", "C", "C", "O", "C", "C", "C", "C", "C", "C", "C", "O", "H", "H", "H", "H", "H", "H", "H", "H", "F", "Na", "N", "S", "O", "O", "F", "S", "O", "O", "F", "Na", "F", "C", "C", "C", "O", "C", "H", "H", "H", "H", "H", "H", "H", "H", "K", "C", "C", "O", "H", "H", "H", "H", "H", "H", "Cl"],
  "positions_angstrom": [[1.861, 0.404, 1.781], [3.168, 0.151, 0.935], [3.547, 1.288, -0.007], [2.440, 1.818, -0.700], [2.235, 1.521, -2.054], [1.658, 0.141, -2.100], [2.365, -0.908, -2.578], [1.826, -2.205, -2.556], [2.717, -3.307, -3.092], [4.073, -3.094, -2.815], [4.368, -3.006, -1.441], [0.557, -2.405, -2.043], [-0.060, -3.821, -1.962], [-0.352, -4.233, -0.433], [0.906, -4.484, 0.360], [1.185, -6.399, 0.383], [-0.122, -1.239, -1.567], [0.419, -0.021, -1.594], [-0.661, 1.539, -0.798], [0.984, 0.208, 1.187], [1.755, -0.272, 2.652], [1.805, 1.417, 2.162], [3.006, -0.813, 0.402], [4.029, -0.025, 1.616], [3.919, 2.109, 0.592], [4.326, 0.918, -0.668], [3.130, 1.600, -2.659], [1.485, 2.212, -2.420], [3.352, -0.804, -2.989], [2.577, -3.349, -4.165], [2.429, -4.249, -2.635], [3.585, -3.419, -0.811], [5.315, -3.475, -1.213], [4.454, -1.953, -1.167], [0.542, -4.605, -2.391], [-1.064, -3.750, -2.500], [-0.935, -5.167, -0.376], [-0.946, -3.434, 0.035], [0.816, -4.177, 1.393], [1.781, -4.063, -0.109], [-1.110, -1.280, -1.126], [-7.504, -2.795, 0.550], [-8.563, -2.355, 1.335], [-8.478, -1.144, 1.999], [-7.331, -0.372, 1.892], [-6.256, -0.822, 1.122], [-6.357, -2.031, 0.446], [-5.001, -0.026, 1.035], [-4.053, -0.407, 0.358], [-4.912, 1.243, 1.795], [-3.726, 1.969, 1.776], [-3.625, 3.161, 2.472], [-4.718, 3.640, 3.185], [-5.902, 2.922, 3.214], [-6.002, 1.719, 2.530], [-7.269, 0.941, 2.604], [-8.223, 1.349, 3.225], [-7.577, -3.738, 0.025], [-9.456, -2.958, 1.427], [-9.300, -0.795, 2.607], [-5.530, -2.374, -0.162], [-2.880, 1.592, 1.220], [-2.698, 3.721, 2.462], [-4.640, 4.574, 3.724], [-6.750, 3.290, 3.774], [-0.471, -8.560, 0.496], [3.467, -1.118, 2.767], [-0.514, 3.499, 4.465], [0.301, 2.295, 5.034], [0.175, 2.013, 6.421], [1.590, 2.078, 4.440], [-0.578, 1.113, 4.368], [-0.015, 4.936, 4.938], [-0.988, 5.921, 4.660], [1.360, 5.209, 4.682], [-0.067, 4.806, 6.527], [-2.325, -2.673, -1.409], [-1.275, 8.139, 3.576], [6.749, -2.428, -5.049], [8.211, -2.310, -4.625], [8.646, -1.056, -5.373], [7.484, -0.224, -5.478], [6.327, -0.968, -5.113], [6.138, -3.015, -4.366], [6.685, -2.883, -6.040], [8.275, -2.145, -3.547], [8.813, -3.182, -4.870], [8.990, -1.295, -6.384], [9.436, -0.508, -4.860], [5.984, -0.612, -4.130], [5.535, -0.785, -5.842], [-2.102, -5.884, -1.441], [-3.075, 7.587, 0.547], [-3.135, 6.073, 0.502], [-1.906, 5.495, 0.937], [-2.263, 7.958, -0.077], [-4.013, 8.034, 0.208], [-2.874, 7.911, 1.573], [-3.313, 5.714, -0.514], [-3.949, 5.711, 1.143], [-1.738, 5.805, 1.841], [-0.178, -6.325, 2.843]]
}